{
  "formula": "C6H20AgBrO10P2",
  "method": "wB97M-V/def2-TZVPD",
  "elements": ["Ag", "Br", "O", "H", "O", "H", "C", "O", "P", "O", "O", "C", "O", "C", "H", "H", "H", "H", "H", "H", "H", "H", "H", "C", "O", "P", "O", "O", "C", "O", "C", "H", "H", "H", "H", "H", "H", "H", "H", "H"],
  "positions_angstrom": [[-0.84918, -1.43020, 1.42427], [-2.87805, -3.95521, -1.17173], [0.09400, -4.08284, 2.88643], [0.77229, -4.78598, 2.88156], [-2.95154, -1.11874, 3.65619], [-3.69665, -0.49736, 3.77126], [4.39006, -3.88157, 1.81441], [4.75474, -2.78390, 0.92220], [4.00972, -2.64022, -0.52292], [2.61639, -2.07807, -0.31891], [4.16636, -4.15366, -1.15891], [4.09926, -4.47310, -2.52948], [5.02341, -1.84312, -1.45993], [4.74665, -0.42680, -1.71394], [5.22830, -4.56574, 1.94605], [3.53584, -4.53066, 1.62181], [4.27354, -3.39144, 2.78100], [3.88813, -3.59608, -3.14134], [3.33243, -5.23879, -2.64688], [4.99780, -4.91409, -2.96107], [5.54080, 0.11715, -1.20252], [3.77423, -0.03078, -1.42121], [4.68087, -0.09003, -2.74852], [-4.62081, 4.68886, -1.57728], [-3.50838, 3.84818, -1.30180], [-3.28927, 3.29203, 0.17384], [-2.40084, 2.06804, 0.34621], [-2.83888, 4.66853, 1.03344], [-1.50433, 5.13558, 1.11889], [-4.80512, 3.07638, 0.71221], [-5.47599, 1.89835, 0.19979], [-5.04178, 5.21066, -0.71785], [-5.41598, 4.28884, -2.20640], [-4.23872, 5.53661, -2.14600], [-0.69069, 4.41863, 1.00895], [-1.39382, 5.55190, 2.12017], [-1.41193, 5.95759, 0.40906], [-4.81957, 1.06944, -0.06498], [-5.90627, 2.08902, -0.78338], [-6.18701, 1.59259, 0.96730]],
  "atomic_forces_ev_per_a": [[-1.450, -0.244, 0.670], [0.329, 0.234, 0.161], [0.097, 0.036, -0.001], [-0.160, 0.109, -0.094], [0.470, 0.103, -0.350], [0.663, -0.230, -0.458], [0.807, 0.459, 0.977], [-0.668, -1.124, -1.595], [-2.084, -0.968, 1.000], [2.898, -1.103, -0.993], [0.335, 1.613, 1.619], [-0.616, -0.066, -0.932], [-1.153, 1.115, -0.184], [0.155, 0.818, 0.319], [0.282, 0.174, -0.426], [-0.284, 0.710, -0.731], [-0.326, -0.118, -0.020], [-0.296, -0.040, 0.035], [-0.243, 0.287, -0.086], [0.500, 0.125, 0.683], [-0.152, 0.088, -0.118], [-0.103, -0.817, 1.020], [0.872, -1.098, -0.495], [0.108, 1.990, -0.483], [-0.123, -0.615, -0.078], [1.290, -1.321, 2.444], [-1.732, 3.363, -0.980], [-1.314, -2.637, -1.107], [0.131, 0.686, 0.322], [1.398, 0.186, -0.398], [0.184, -0.360, -0.408], [-0.051, -0.687, 0.391], [0.223, -0.803, 0.336], [0.300, -0.091, -0.305], [-0.423, -0.400, -0.339], [-0.049, 0.043, 0.023], [0.326, -0.069, -0.127], [0.498, 0.014, 0.820], [-0.648, 0.569, 0.237], [0.010, 0.068, -0.350]],
  "total_energy_ev": -119639.7227,
  "multiplicity": 2,
  "s2": 0.75,
  "charge": -1,
  "fmax_ev_per_a": 3.9,
  "de_lowest_kj_mol": 364.88
}

{
  "formula": "C12H14N3",
  "method": "wB97M-V/def2-TZVPD",
  "elements": ["C", "C", "C", "C", "C", "C", "C", "C", "C", "C", "C", "C", "N", "N", "N", "H", "H", "H", "H", "H", "H", "H", "H", "H", "H", "H", "H", "H", "H"],
  "positions_angstrom": [[3.39174, 1.39797, 0.57048], [3.02193, 1.90652, -0.70486], [2.95031, 0.21242, 1.11790], [1.92483, 1.22906, -1.27684], [-2.65941, 1.27233, 0.71074], [-2.60338, -0.65735, -0.30278], [1.91212, -0.45953, 0.52193], [1.31303, 0.14255, -0.62566], [-3.47498, 0.18582, 0.41486], [1.32780, -1.72965, 0.75001], [0.52416, -1.99626, -0.61188], [0.20351, -0.65555, -1.19917], [-1.46424, 1.07101, 0.08862], [-1.45577, -0.09399, -0.46416], [-4.74402, -0.09153, 0.71264], [4.20632, 1.76504, 1.32505], [3.54981, 2.73828, -1.22674], [3.53253, -0.16766, 1.98402], [1.63441, 1.72449, -2.22418], [-2.66561, 2.23452, 1.19201], [-2.77832, -1.63016, -0.58793], [2.14806, -2.45780, 0.95917], [0.64760, -1.76450, 1.65431], [1.21017, -2.38734, -1.34034], [-0.29252, -2.73030, -0.45749], [0.06116, -0.50959, -2.19712], [-0.96137, 1.85836, -0.21570], [-5.41135, 0.57437, 1.11938], [-5.04854, -0.98154, 0.31372]],
  "atomic_forces_ev_per_a": [[2.669, 1.156, 1.161], [-0.282, -1.001, 1.303], [0.121, -0.591, 0.539], [0.610, 1.763, -0.200], [0.182, 0.574, -0.490], [-1.260, 0.380, 0.886], [-0.306, 2.785, -1.770], [0.416, 1.041, -0.483], [1.664, 1.338, 0.254], [-1.450, -2.833, 0.601], [-0.613, -0.995, 1.617], [0.291, 0.194, 4.313], [-1.353, 0.387, 1.820], [4.464, -0.785, -2.668], [-1.724, -0.910, 0.290], [-1.236, 0.332, -2.328], [-0.638, -0.783, 0.709], [-0.870, 0.114, -0.572], [-0.492, -1.033, 0.437], [-1.039, -0.047, 0.284], [-0.299, -1.951, -0.729], [-0.863, 0.104, -0.340], [0.567, 0.054, -0.967], [0.447, -0.589, -0.304], [0.337, 0.543, -0.365], [-1.025, 0.107, -2.578], [1.482, 0.545, -0.490], [0.724, -0.762, -0.530], [-0.523, 0.862, 0.602]],
  "total_energy_ev": -17132.6488,
  "charge": 1,
  "fmax_ev_per_a": 5.3,
  "de_lowest_kj_mol": 131.34
}

{
  "formula": "C7H11N3O2",
  "method": "wB97M-V/def2-TZVPD",
  "elements": ["C", "C", "C", "C", "C", "C", "C", "N", "N", "N", "O", "O", "H", "H", "H", "H", "H", "H", "H", "H", "H", "H", "H"],
  "positions_angstrom": [[-0.16162, -2.08022, -2.38428], [0.75958, -2.23323, -1.35932], [-2.20974, -1.24681, -0.37562], [-1.80705, -0.65842, -1.57419], [0.35426, -0.29155, -0.00343], [1.13354, 1.10216, 1.85083], [-0.01251, 0.17431, 1.35259], [-1.02004, -1.06993, -2.53202], [0.71956, -1.50332, -0.19290], [0.53615, 0.66136, -0.99082], [-3.41353, -0.72473, 0.14591], [-1.75336, -2.24249, 0.19075], [0.02709, -2.73462, -3.14901], [1.42573, -3.05208, -1.52767], [-2.43530, 0.26159, -1.74703], [0.85870, 1.50393, 2.75734], [1.05446, 2.05158, 1.36072], [2.13912, 0.72806, 1.72052], [-1.00174, 0.80889, 1.37940], [-0.05787, -0.68590, 2.03724], [-3.55942, 0.28359, 0.06848], [0.44921, 0.23066, -1.99163], [0.07113, 1.55560, -0.97351]],
  "atomic_forces_ev_per_a": [[1.757, -0.099, 2.799], [-1.977, 1.609, 0.254], [-1.138, -3.310, 3.864], [-0.149, 2.175, -3.465], [1.443, 0.376, -1.218], [-1.039, 0.141, -1.906], [-0.316, 1.288, 1.083], [-2.378, 0.851, 0.839], [0.161, -1.244, -0.349], [-0.360, -1.349, -2.407], [0.409, 1.850, 0.037], [-1.006, 2.016, -1.377], [0.108, -1.114, -2.367], [0.733, -0.112, 0.548], [0.886, -0.848, -0.523], [0.011, -0.115, 2.963], [0.331, 0.468, -1.341], [0.028, -0.266, 0.380], [1.716, -1.426, -0.157], [-0.425, 0.269, -0.501], [0.664, -2.458, -0.249], [0.600, 1.304, 2.584], [-0.058, -0.006, 0.509]],
  "total_energy_ev": -15999.5962,
  "smiles": "CC/C(N)=N/C=C\\N=C/C(=O)O",
  "charge": 0,
  "fmax_ev_per_a": 5.2,
  "de_lowest_kj_mol": 314.76
}

{
  "formula": "C32H48O24",
  "method": "wB97M-V/def2-TZVPD",
  "elements": ["C", "C", "C", "O", "C", "O", "O", "H", "H", "H", "H", "H", "H", "C", "C", "C", "O", "C", "O", "O", "H", "H", "H", "H", "H", "H", "C", "C", "C", "O", "C", "O", "O", "H", "H", "H", "H", "H", "H", "C", "C", "C", "O", "C", "O", "O", "H", "H", "H", "H", "H", "H", "C", "C", "C", "O", "C", "O", "O", "H", "H", "H", "H", "H", "H", "C", "C", "C", "O", "C", "O", "O", "H", "H", "H", "H", "H", "H", "C", "C", "C", "O", "C", "O", "O", "H", "H", "H", "H", "H", "H", "C", "C", "C", "O", "C", "O", "O", "H", "H", "H", "H", "H", "H"],
  "positions_angstrom": [[6.48797, -1.31235, 0.65215], [6.10273, -2.08029, 1.89007], [4.72877, -2.75782, 1.90538], [4.99381, -4.08947, 2.32983], [6.31879, -4.31091, 2.35421], [6.80546, -5.36269, 2.61855], [7.00531, -3.19932, 2.02160], [6.40519, -1.95359, -0.22622], [7.49174, -0.91102, 0.76159], [5.79262, -0.48384, 0.49120], [6.15421, -1.44867, 2.78102], [4.27803, -2.75107, 0.90885], [4.05876, -2.29239, 2.62576], [2.12816, 4.78558, -0.21208], [0.82914, 4.17095, -0.70986], [-0.46667, 4.92959, -0.39265], [-1.17180, 4.85479, -1.61676], [-0.38910, 4.42762, -2.60975], [-0.67418, 4.37401, -3.75857], [0.82629, 4.03009, -2.12335], [2.20699, 4.71318, 0.87074], [2.21824, 5.83438, -0.50776], [2.95595, 4.27694, -0.70653], [0.76934, 3.16977, -0.27421], [-0.20387, 5.93913, -0.06290], [-1.00282, 4.48646, 0.44144], [2.15373, 0.43988, -0.16085], [0.76318, -0.12541, -0.19899], [0.29863, -0.79774, 1.11855], [-0.73169, 0.07221, 1.59414], [-1.08276, 0.93542, 0.65048], [-2.02496, 1.67818, 0.71579], [-0.22988, 0.88796, -0.38125], [2.95149, -0.29315, -0.02050], [2.28836, 1.13328, 0.67647], [2.40992, 0.98218, -1.07282], [0.63424, -0.87501, -0.97944], [1.04071, -0.88142, 1.91005], [-0.09851, -1.79317, 0.93561], [-0.23320, -6.22178, 3.91717], [0.91326, -5.30541, 3.56502], [0.79187, -4.56599, 2.24805], [1.30089, -3.27124, 2.50324], [1.35314, -3.09023, 3.84380], [1.72808, -2.11153, 4.39579], [0.89964, -4.18767, 4.48910], [-0.07564, -6.64866, 4.90740], [-0.30573, -7.03493, 3.19291], [-1.18330, -5.68789, 3.95287], [1.84886, -5.86360, 3.65185], [-0.25525, -4.52521, 1.93988], [1.30817, -5.08013, 1.44088], [3.32599, 0.14618, -6.76240], [1.99292, 0.81990, -6.49915], [0.80597, -0.15428, -6.51522], [0.46379, -0.32268, -5.14206], [1.07181, 0.62584, -4.40401], [0.81834, 0.83225, -3.25604], [1.94611, 1.31444, -5.13812], [3.63495, -0.53875, -5.97692], [4.09106, 0.87844, -7.01183], [3.20097, -0.45130, -7.67220], [1.83573, 1.68299, -7.13999], [1.09681, -1.12151, -6.92647], [-0.08356, 0.17968, -7.04951], [-2.39009, -2.31167, -3.99563], [-1.54578, -2.25733, -2.74157], [-2.31523, -2.07069, -1.44149], [-1.52218, -2.84112, -0.52061], [-0.79663, -3.73708, -1.20036], [-0.06618, -4.53845, -0.69684], [-1.00397, -3.59272, -2.52914], [-1.78187, -2.56208, -4.86436], [-2.88322, -1.36025, -4.19041], [-3.11576, -3.11867, -3.89210], [-0.70785, -1.56087, -2.81920], [-3.33535, -2.45201, -1.46892], [-2.30177, -1.03360, -1.10679], [-4.73943, -1.88486, 3.25308], [-3.48448, -1.08705, 3.02698], [-3.67039, 0.42811, 3.32094], [-2.77586, 0.64350, 4.41721], [-2.07112, -0.44368, 4.70169], [-1.25065, -0.55625, 5.55056], [-2.43077, -1.49760, 3.88488], [-5.04388, -1.85866, 4.30397], [-4.62851, -2.93798, 2.99574], [-5.59059, -1.45562, 2.71964], [-3.12489, -1.09109, 1.99419], [-4.70224, 0.60791, 3.61217], [-3.32286, 0.99591, 2.46317], [-3.97274, 4.19811, 0.95728], [-3.85526, 5.46489, 0.12199], [-5.17898, 6.18579, -0.08950], [-4.83769, 7.55414, 0.13056], [-3.69549, 7.62438, 0.84302], [-3.25298, 8.61298, 1.32691], [-3.12078, 6.41077, 0.92529], [-2.98744, 3.75761, 1.09167], [-4.48714, 3.37296, 0.45683], [-4.46922, 4.43455, 1.89535], [-3.30884, 5.31746, -0.80647], [-5.92281, 5.87850, 0.65141], [-5.62233, 6.06259, -1.07420]],
  "atomic_forces_ev_per_a": [[-0.594, 0.093, -0.041], [0.004, -0.166, 0.211], [-0.058, 0.377, -0.256], [-0.338, 0.133, -0.078], [0.281, -0.388, -0.004], [0.101, 0.087, -0.013], [-0.153, 0.228, 0.253], [0.240, -0.057, 0.018], [0.055, -0.038, -0.141], [0.077, 0.067, 0.129], [0.462, -0.081, -0.011], [-0.092, -0.222, 0.074], [-0.109, -0.020, -0.098], [-0.199, 0.366, -0.739], [0.376, -0.668, 1.063], [1.404, -0.058, 0.590], [-0.911, 0.598, 0.239], [1.377, -0.646, 0.015], [-0.397, 0.091, -0.213], [-0.634, 0.560, -0.228], [0.037, -0.081, 0.008], [-0.161, 0.025, 0.097], [0.064, -0.181, 0.279], [-0.072, -0.086, -0.238], [-0.451, 0.294, -0.605], [-0.341, -0.247, -0.310], [0.707, 0.784, 0.012], [-0.022, -1.071, 0.808], [0.473, -0.008, 0.104], [-0.508, -0.288, 0.378], [0.124, 0.303, -0.091], [0.252, -0.181, -0.099], [-0.126, 0.310, -0.485], [-0.406, -0.428, -0.056], [-0.289, 0.023, -0.004], [-0.274, -0.030, -0.071], [0.171, 0.343, -0.349], [0.143, 0.194, -0.168], [-0.195, 0.160, 0.110], [-0.087, -0.077, 0.050], [-0.565, 0.255, 0.426], [-0.675, -1.255, -0.506], [0.438, 0.075, 0.000], [-0.354, -0.514, 0.638], [0.223, 0.552, -0.307], [0.578, -0.236, -0.205], [0.078, -0.072, -0.049], [0.009, -0.001, 0.018], [0.059, 0.112, -0.164], [0.176, 0.325, 0.086], [-0.018, 0.344, 0.069], [0.320, 0.375, -0.023], [-0.284, 0.056, -1.001], [-0.079, -0.199, 0.703], [-0.012, -0.400, -0.269], [-0.098, -0.189, -0.033], [-0.358, 0.330, 0.235], [0.246, -0.298, 0.006], [0.239, 0.227, -0.188], [-0.024, 0.171, 0.203], [0.154, -0.021, 0.412], [0.065, -0.014, 0.033], [0.014, -0.041, -0.105], [-0.015, -0.010, 0.095], [0.123, 0.276, -0.003], [0.209, -0.098, -0.013], [-0.560, -0.653, -0.355], [0.513, 0.476, -0.006], [-0.427, 0.282, 0.394], [0.413, -0.572, -0.488], [-0.350, 0.231, -0.174], [0.420, 0.269, 0.299], [0.137, 0.134, 0.068], [-0.059, -0.011, 0.078], [-0.187, 0.157, 0.054], [-0.058, 0.053, -0.035], [0.024, -0.112, -0.041], [-0.137, -0.038, 0.015], [-0.373, -0.311, 0.359], [-0.142, 0.934, -0.608], [0.503, -1.182, 0.185], [-0.441, 0.810, 0.008], [0.258, -1.362, -0.091], [-0.006, 0.293, 0.011], [-0.034, 0.629, 0.223], [0.277, 0.100, 0.061], [0.032, 0.055, -0.178], [0.180, -0.074, -0.311], [-0.045, -0.756, 0.019], [0.089, 0.469, 0.117], [-0.270, 0.380, 0.170], [0.318, -0.308, -0.720], [-0.323, -0.615, 0.559], [-0.063, -0.037, 0.141], [-0.347, 0.209, -0.139], [0.106, -0.032, -0.035], [0.016, 0.196, 0.027], [0.109, -0.006, -0.145], [0.055, 0.257, 0.472], [-0.382, 0.361, -0.175], [0.126, -0.107, 0.124], [-0.016, -0.058, -0.040], [0.058, 0.065, 0.059], [0.199, 0.109, -0.105]],
  "total_energy_ev": -83105.1621,
  "smiles": "C[C@H]1COC(=O)O1.C[C@H]1COC(=O)O1.C[C@H]1COC(=O)O1.C[C@H]1COC(=O)O1.C[C@H]1COC(=O)O1.C[C@H]1COC(=O)O1.C[C@H]1COC(=O)O1.C[C@H]1COC(=O)O1",
  "charge": 0,
  "fmax_ev_per_a": 1.5,
  "de_lowest_kj_mol": 15.81
}